Entry 1:
Here is a cluster of 2 separate species, CH3F2NO in total in a non-equilibrium geometry from the OMol25 dataset. Energies are from ωB97M-V with the def2-TZVPD basis set.

Calculated values
charge: 0
ΔE to the lowest compared entry with this formula, charge and spin: 21.4 kcal/mol
SMILES: O=C(F)F.N
energy: -10058.307 eV
LUMO: 0.8 eV

```
8
Properties=species:S:1:pos:R:3:forces:R:3
C 2.066 -0.363 -0.127 1.1783 -1.6126 1.5537
N -1.840 0.394 0.007 0.9388 -0.0458 1.6406
O 2.388 -0.465 1.000 -0.2575 0.3448 0.1155
F 2.186 -1.390 -0.955 -0.4875 0.7273 -0.6069
F 1.643 0.702 -0.691 -0.4912 0.5691 -1.0756
H -1.804 1.131 0.740 -0.3694 -0.3687 -1.1449
H -2.668 0.433 -0.543 -0.7193 0.6172 -0.3594
H -1.971 -0.441 0.570 0.2079 -0.2313 -0.1230
```
Forces are in eV/Å.


Entry 2:
Here is a cluster of 2 separate species, CH3F2NO2S in total in a non-equilibrium geometry from the OMol25 dataset. Energies are from ωB97M-V with the def2-TZVPD basis set.

Calculated values
charge: 0
ΔE to the lowest compared entry with this formula, charge and spin: 145.5 kcal/mol
energy: -22934.075 eV
LUMO (spin up / spin down): -1.3 / -2.1 eV

```
10
Properties=species:S:1:pos:R:3:forces:R:3
C -1.444 -0.193 0.200 -0.5042 2.0823 -5.6810
N 2.392 -0.828 -0.494 0.0127 0.0224 0.2667
O 0.249 1.770 1.120 -0.0789 -0.7229 0.0464
O -0.392 1.861 -1.260 0.1955 -0.7107 0.0504
F 2.793 -0.862 0.812 -0.5945 -0.4492 -0.9028
F 1.593 -1.920 -0.681 0.5262 0.4531 0.6424
S 0.011 1.050 -0.119 -0.6389 0.2711 -0.3580
H -1.572 -1.056 -0.473 1.1901 -0.0703 0.6736
H -1.419 -0.283 1.191 -0.3793 -0.6859 3.8647
H -2.211 0.461 -0.297 0.2714 -0.1898 1.3976
```
Forces are in eV/Å.


Entry 3:
Here is a cluster of 2 separate species, CH3F2PS2 in total in a non-equilibrium geometry from the OMol25 dataset. Energies are from ωB97M-V with the def2-TZVPD basis set.

Calculated values
charge: 0
ΔE to the lowest compared entry with this formula, charge and spin: 36.0 kcal/mol
SMILES: FP(F)S.C=S
energy: -37480.783 eV
LUMO: -0.5 eV

```
9
Properties=species:S:1:pos:R:3:forces:R:3
C -2.300 -0.138 -0.199 -0.1410 -0.5052 0.2269
F 2.257 -1.279 -0.205 0.6164 0.4976 0.1764
F 1.804 0.647 -1.421 0.7589 0.1073 0.4731
P 2.843 0.229 -0.242 -1.6639 -0.5734 -0.5208
S 1.770 1.009 1.409 0.2594 -0.0494 -0.1217
S -2.677 -1.564 0.439 0.1185 0.3307 -0.1215
H -2.444 0.068 -1.252 0.0075 0.0758 -0.1417
H 0.643 0.362 1.067 0.0081 -0.0096 0.0028
H -1.895 0.666 0.403 0.0361 0.1262 0.0266
```
Forces are in eV/Å.


Entry 4:
Here is a structure of composition CH3F3N2O in a non-equilibrium geometry from the OMol25 dataset. Energies are from ωB97M-V with the def2-TZVPD basis set.

Calculated values
charge: 0
ΔE to the lowest compared entry with this formula, charge and spin: 151.3 kcal/mol
energy: -14256.438 eV
LUMO: -0.5 eV

```
10
Properties=species:S:1:pos:R:3:forces:R:3
C 0.055 -0.093 0.235 0.2763 0.7943 3.4737
N -2.297 0.178 -0.238 2.3756 2.5537 -0.3846
N -3.347 -0.507 -0.157 -1.8726 -2.2058 0.0221
O -1.355 -0.312 0.569 0.1773 -0.6469 1.1158
F -2.398 1.778 0.232 -0.2937 -1.9164 -0.3097
F -4.083 -0.687 1.070 0.6318 1.0344 -1.7317
F -4.223 -0.288 -1.204 0.3239 0.4446 1.7366
H 0.549 0.358 1.246 -1.3062 -1.0663 -2.4823
H 0.118 0.627 -0.515 0.2054 1.0836 -1.3193
H 0.573 -1.023 0.004 -0.5179 -0.0751 -0.1207
```
Forces are in eV/Å.